[1]
Here is 3 unconnected molecules or ions with the total composition C19H45N6O4 in a non-equilibrium geometry from the Open Molecules 2025 dataset. Energies are from ωB97M-V/def2-TZVPD.

Structure (ORCA input):
```
! wB97M-V def2-TZVPD RIJCOSX def2/J DEFGRID3
* xyz 1 1
C -3.68891 4.21429 2.90361
C -3.60225 4.59221 1.31398
C -4.82405 3.82699 0.61732
C -2.14582 4.14169 0.81211
C -2.10274 3.46182 -0.63625
N -2.53844 2.01963 -0.64678
C -3.25797 1.38492 -1.72459
N -3.51454 -0.01070 -1.34341
C -2.91750 -0.06080 -0.04363
N -2.82035 -1.04646 0.87623
N -2.28816 1.18187 0.38485
H -3.02077 3.31799 3.15049
H -4.76057 3.89038 3.12040
H -3.36324 5.13122 3.51722
H -3.78876 5.72323 1.25946
H -4.64600 2.69689 0.77050
H -5.83351 4.04495 1.13060
H -4.94028 4.01791 -0.49921
H -1.58150 3.47646 1.56632
H -1.51145 5.10297 0.73898
H -0.98883 3.43662 -0.94812
H -2.62064 4.07733 -1.45813
H -3.57845 1.90811 -2.68820
H -1.93011 -1.17228 1.40195
H -3.67254 -1.59708 1.06493
H -1.78198 1.35286 1.26344
C 4.66987 1.45255 -4.86741
O 3.59712 0.79158 -5.52098
C 3.28961 -0.48639 -4.96227
C 1.95463 -0.44884 -4.21205
N 2.05724 0.33501 -2.98054
C 0.76605 0.65034 -2.36926
C -0.22798 1.49175 -3.19104
O 0.17608 2.84056 -3.40043
C 1.08903 3.03161 -4.47228
H 4.96803 2.30152 -5.48525
H 4.35330 1.84094 -3.89406
H 5.53086 0.79182 -4.74169
H 4.09865 -0.86779 -4.33141
H 3.18424 -1.17425 -5.80810
H 1.65264 -1.47131 -3.96790
H 1.21190 -0.02490 -4.89511
H 2.53826 1.20206 -3.17627
H 0.98948 1.20674 -1.44983
H 0.28140 -0.27846 -2.06265
H -1.15258 1.55316 -2.60614
H -0.50212 1.01521 -4.13846
H 0.91474 2.33237 -5.29385
H 2.11392 2.95044 -4.10856
H 0.95928 4.04625 -4.85284
C 3.78554 -3.00991 4.49462
O 3.56331 -3.93564 3.44207
C 3.08624 -5.20586 3.89119
C 1.61730 -5.40603 3.50654
N 0.73921 -4.52982 4.28248
C -0.63105 -4.46040 3.77200
C -0.83453 -3.92080 2.34474
O -0.54046 -2.53150 2.19321
C 0.83813 -2.22992 2.01983
H 4.34224 -2.16410 4.08660
H 2.83649 -2.62947 4.88602
H 4.36916 -3.45524 5.30367
H 3.24820 -5.35306 4.96350
H 3.68060 -5.96074 3.36536
H 1.33976 -6.44863 3.68467
H 1.53421 -5.20677 2.43328
H 1.12444 -3.59565 4.29198
H -1.18056 -3.80253 4.45619
H -1.09051 -5.44618 3.85068
H -1.90174 -4.02026 2.11527
H -0.30886 -4.51391 1.58964
H 1.36620 -3.01096 1.46810
H 1.30722 -2.05885 2.98901
H 0.91518 -1.29875 1.45365
*
```



[2]
Here is a molecular structure, C19H46AlB4CdO9 in a non-equilibrium geometry from the Open Molecules 2025 dataset. Energies are from ωB97M-V/def2-TZVPD.

Values from the calculation:
Energy relative to the best compared isomer or geometry (same formula, charge and spin): 7.6871 eV

Structure (ORCA input):
```
! wB97M-V def2-TZVPD RIJCOSX def2/J DEFGRID3
* xyz 1 1
Al 1.58324 1.27630 2.37045
Cd 1.10601 -2.25752 0.17345
B 1.75306 -2.69776 -1.78352
H 2.32382 -3.20931 -1.02404
H 0.74860 -3.05761 -1.62289
H 1.92624 -1.64897 -1.59832
H 1.99950 -2.98684 -2.79345
B 2.71385 -1.68309 1.60670
H 1.90813 -1.38767 2.26073
H 2.52525 -2.66775 1.20777
H 2.73912 -0.97921 0.78929
H 3.68016 -1.71954 2.08540
B -0.16720 -3.79611 0.80681
H -0.71140 -4.65261 1.17353
H 0.81185 -4.06837 0.44406
H -0.65441 -3.20275 0.04867
H -0.00997 -3.08268 1.60088
B 0.11420 -0.26159 0.09445
H -0.47816 0.63974 0.06354
H 1.18726 -0.15328 0.12673
H -0.13461 -0.77646 1.00947
H -0.00661 -0.96148 -0.71784
O 0.59693 3.26757 0.38188
C 0.28266 3.49299 -0.73162
O 0.08519 4.73085 -1.22252
C 0.18776 4.84792 -2.69490
C 0.86817 3.51735 -3.02262
C 0.39038 2.60355 -1.89073
H 0.85908 5.67718 -2.91794
H -0.72472 4.92954 -3.28550
H 1.90623 3.68726 -2.73688
H 0.96264 2.99202 -3.97300
H 1.12077 1.81449 -1.71179
H -0.54915 2.18371 -2.25008
O -0.22314 -0.60555 3.67511
C -0.97198 -1.10894 4.53049
O -1.51375 -2.33282 4.27022
C -2.44738 -2.62935 5.25317
C -2.68212 -1.36065 6.06103
C -1.40220 -0.60166 5.92491
H -2.18202 -3.47580 5.88657
H -3.37564 -2.85377 4.72776
H -2.83156 -1.68178 7.09188
H -3.61523 -0.93233 5.69503
H -0.64841 -0.81197 6.68362
H -1.59202 0.46933 5.99600
O 3.39057 1.49921 -0.03533
C 3.78848 1.22350 -1.15564
O 3.83503 2.18614 -2.14014
C 4.52803 1.58961 -3.25067
C 5.15783 0.34996 -2.80527
C 4.36655 -0.08640 -1.60889
H 5.34574 2.21213 -3.61389
H 3.79572 1.34920 -4.02141
H 6.16870 0.63565 -2.51436
H 5.16764 -0.35133 -3.63966
H 4.91293 -0.52026 -0.77144
H 3.54425 -0.67039 -2.02228
O -1.33274 1.78306 2.46576
C -2.50789 1.73174 2.19632
O -3.26156 2.81599 2.12229
C -4.62530 2.45870 2.04790
C -4.37200 1.22591 1.18824
C -3.20967 0.52245 1.66695
H -5.23072 3.19931 1.52534
H -5.30827 2.36100 2.89176
H -4.44000 1.36569 0.10938
H -5.22843 0.56571 1.32521
H -2.47356 0.12941 0.96569
H -3.29731 -0.32417 2.34788
C -2.20323 0.10643 -3.60710
C -1.96668 -1.12386 -4.41415
O -2.63821 -1.44879 -5.40341
C -0.81468 -1.92365 -4.04229
H -2.35572 0.97563 -4.24690
H -1.42469 0.42172 -2.91244
H -3.06171 -0.15979 -2.99049
H -1.21921 -2.57932 -3.27123
H 0.04457 -1.47168 -3.54678
H -0.53290 -2.53310 -4.90093
*
```



[3]
Here is 10 unconnected molecules or ions with the total composition C19H46B2F23N5O7P2 in a non-equilibrium geometry from the Open Molecules 2025 dataset. Energies are from ωB97M-V/def2-TZVPD.

Values from the calculation:
Energy relative to the best compared isomer or geometry (same formula, charge and spin): 0.0000 eV

Structure (ORCA input):
```
! wB97M-V def2-TZVPD RIJCOSX def2/J DEFGRID3
* xyz 0 1
C -1.61308 -4.43800 0.99901
C -0.94229 -4.33352 -0.33156
O -0.93526 -5.10703 -1.20085
N 0.06840 -3.20692 -0.36368
H 0.11913 -2.87938 -1.33940
H -0.26462 -2.45586 0.24830
C 1.44780 -3.77659 -0.13199
H -1.75855 -3.51270 1.54777
H -0.93692 -5.07351 1.58041
H -2.58063 -4.91283 0.85815
H 2.02069 -2.85116 -0.17453
H 1.73358 -4.44431 -0.93291
H 1.42307 -4.21253 0.85708
C -4.93875 2.04538 -0.45731
C -4.00569 2.00518 0.69172
O -3.70749 2.93119 1.36263
N -3.22414 0.73835 0.87423
H -3.63669 0.00104 0.28349
H -2.26414 0.92677 0.54347
C -3.25203 0.22743 2.28556
H -5.78548 2.70865 -0.31253
H -5.32188 1.06277 -0.73594
H -4.37340 2.36811 -1.33859
H -4.16887 -0.34571 2.38261
H -3.18790 1.05645 2.98097
H -2.39368 -0.42920 2.38721
C -2.10437 0.71614 -4.33556
C -0.61572 0.64875 -4.24529
O 0.11069 0.65833 -5.17230
N -0.00698 0.50271 -2.88812
H -0.70112 0.74331 -2.18042
H 0.28393 -0.53503 -2.79529
C 1.17449 1.39104 -2.77196
H -2.55274 0.64863 -3.34463
H -2.53514 -0.11227 -4.89590
H -2.40824 1.64705 -4.80720
H 0.90268 2.43219 -2.89415
H 1.93777 1.00316 -3.42895
H 1.51917 1.25670 -1.74770
C 0.50727 -0.23822 4.91684
C 1.95312 0.03475 5.02746
O 2.49362 0.44824 5.98843
N 2.79725 -0.35421 3.88235
H 3.74585 -0.61213 4.16268
H 2.41587 -1.09458 3.26602
C 3.07612 0.85635 3.00573
H 0.22095 -0.43483 3.87352
H -0.19364 0.50020 5.28724
H 0.26691 -1.22588 5.32137
H 2.14278 1.39947 2.86556
H 3.36306 0.50197 2.02101
H 3.81423 1.47782 3.49775
C -0.58731 4.00946 1.39722
C -0.82653 5.46388 1.55470
O -0.73110 6.09311 2.54476
N -1.20962 6.16280 0.27867
H -1.64202 5.52210 -0.43532
H -2.01886 6.77291 0.45088
C -0.16030 7.04493 -0.30205
H -1.53160 3.46738 1.32403
H -0.03764 3.65469 2.26737
H 0.03562 3.69027 0.55924
H -0.54186 7.40847 -1.25113
H 0.75103 6.49331 -0.51656
H 0.06732 7.83267 0.40809
C 2.39923 -2.43780 -2.96276
O 3.05237 -1.53419 -2.05742
O 1.08822 -2.19508 -2.94968
C 3.06063 -2.40983 -4.35893
F 2.35490 -3.04877 -5.28020
F 3.26570 -1.13557 -4.73560
F 4.26003 -3.03994 -4.34458
C 4.41263 -1.81251 -1.70977
C 4.80087 -0.80486 -0.63513
H 4.64680 0.22471 -0.93983
H 4.25967 -1.07192 0.27296
H 5.85575 -0.97747 -0.39802
H 5.00030 -1.72116 -2.62233
H 4.46790 -2.79760 -1.23346
H 2.58818 -3.46910 -2.58218
P -3.52530 -2.02162 -1.72989
F -3.30507 -2.16295 -0.10881
F -3.72687 -0.39086 -1.48577
F -1.95807 -1.76365 -1.95312
F -3.93616 -1.78590 -3.25433
F -3.31965 -3.58660 -1.94373
F -5.10656 -2.28838 -1.43202
P 2.24697 -3.78739 3.74256
F 1.55164 -3.09135 4.99232
F 0.94226 -4.63758 3.32435
F 1.81440 -2.58065 2.71385
F 3.05175 -4.53528 2.52300
F 3.65175 -2.92800 3.90704
F 2.72688 -5.01756 4.66191
B 0.04910 0.01090 0.90129
F 1.38290 -0.12384 0.53848
F -0.79025 0.28008 -0.22330
F -0.39370 -1.19251 1.50656
F -0.16755 1.08472 1.81807
B -1.47947 3.76294 -2.11683
F -2.42518 4.63540 -1.48838
F -0.18678 4.27570 -1.82718
F -1.57768 2.47217 -1.51125
F -1.72864 3.63561 -3.46958
*
```



[4]
Here is a molecular structure, C19H46B2NO27 in a non-equilibrium geometry from the Open Molecules 2025 dataset. Energies are from ωB97M-V/def2-TZVPD.

Values from the calculation:
Energy relative to the best compared isomer or geometry (same formula, charge and spin): 0.3952 eV

Structure (ORCA input):
```
! wB97M-V def2-TZVPD RIJCOSX def2/J DEFGRID3
* xyz -1 1
C -1.92158 0.21515 -4.18672
C -2.90936 0.39531 -3.00181
C -2.61748 -0.56489 -1.83451
C -3.07164 -2.02246 -2.17156
N -2.97383 -2.97706 -1.00140
C -3.79110 -2.63936 0.08997
C -2.99061 -1.74141 0.92978
C -1.55093 -2.43453 0.95198
C -1.58215 -3.09196 -0.43357
C -3.46184 -4.40393 -1.51638
C -2.55557 -5.05210 -2.77028
C -2.40213 -6.49780 -2.52571
H -2.32310 0.51813 -5.15661
H -1.67241 -0.89565 -4.30824
H -1.16106 0.67649 -3.80559
H -3.78075 0.08775 -3.50644
H -2.81033 1.35132 -2.54564
H -3.32123 -0.19515 -1.06811
H -1.67030 -0.70737 -1.46212
H -2.38179 -2.19585 -3.04264
H -3.96582 -2.18716 -2.71071
H -4.09466 -3.37068 0.66596
H -4.68809 -2.05499 -0.19397
H -3.45658 -1.61540 1.90034
H -3.29180 -0.62898 0.81833
H -1.65776 -3.28755 1.86161
H -0.74014 -1.90775 1.13560
H -1.22542 -4.20291 -0.39963
H -0.72794 -2.69684 -1.18273
H -4.41655 -4.41972 -1.78097
H -3.18463 -5.20776 -0.67058
H -1.79021 -4.60775 -2.65481
H -3.06951 -4.67672 -3.76085
H -3.24507 -7.19899 -2.55056
H -2.03906 -6.70765 -1.54912
H -1.65240 -6.95801 -3.18149
O 1.48870 1.83213 -4.89047
C 2.18601 1.77531 -3.78291
O 2.66298 2.73290 -3.13125
B 3.14886 2.25662 -1.86606
O 2.71964 0.81000 -1.80354
C 2.27237 0.57300 -2.97819
O 1.76048 -0.52596 -3.23453
O 2.49868 2.93932 -0.76992
C 3.45991 3.45341 -0.08988
O 3.17835 4.18147 1.00684
C 4.72607 3.10771 -0.61019
O 4.53688 2.41207 -1.57893
O 5.79347 3.32633 0.02813
O -0.59216 4.12198 0.10584
C -0.22838 2.92825 0.27193
O 0.00443 2.58894 1.50638
B 0.52968 1.19275 1.30624
O 0.38237 0.86721 -0.08621
C -0.16956 1.85438 -0.64071
O -0.40580 2.04923 -1.77718
O -0.21940 0.29703 2.23307
C 0.67802 -0.22649 3.00886
O 0.37469 -0.66338 4.03014
C 1.99696 0.22823 2.65907
O 1.96513 1.12304 1.78191
O 3.05103 -0.06776 3.24091
O 0.01355 5.36389 2.77386
H -0.00283 4.72945 1.94696
H 0.14563 6.07168 2.11573
O -1.68441 3.95399 -4.11708
H -1.47947 3.50725 -3.26644
H -2.37438 4.49152 -3.59045
O 1.06471 6.23664 -1.57381
H 0.80197 5.26719 -1.61167
H 1.68319 6.35380 -0.84511
O 5.63837 1.04953 4.31538
H 4.99013 0.56873 4.86419
H 4.86480 1.44852 3.81036
O -2.90364 4.85125 1.55468
H -1.93621 4.73427 1.33556
H -3.07233 4.68698 2.52194
O 4.66325 0.29405 0.54159
H 4.33788 0.32121 1.45150
H 3.97537 -0.26424 0.10066
O -2.55366 1.39512 4.96950
H -2.18507 0.48310 4.93879
H -1.68783 2.00430 4.96968
O -2.20965 -1.26615 4.85985
H -1.27144 -1.17146 4.59282
H -1.94293 -1.17537 5.89319
O 2.41872 -1.57026 -0.18055
H 3.16862 -1.54651 -0.83378
H 1.90793 -0.76123 -0.68303
O 3.86873 -2.73834 4.22928
H 4.15244 -1.81384 4.03935
H 4.67938 -2.95941 4.70764
O 6.37056 -1.54287 2.71906
H 7.19255 -1.53854 3.22201
H 5.76150 -0.72772 2.90816
*
```



[5]
Here is 3 unconnected molecules or ions with the total composition C19H46BBrIN5O12P2 from the Open Molecules 2025 dataset. Energies are from ωB97M-V/def2-TZVPD.

Values from the calculation:
Energy relative to the best compared isomer or geometry (same formula, charge and spin): 0.0000 eV
Structure (SMILES): CCN[C@@H](O[C@](C[C@@H](C)Br)(PP(=O)(O)O)B(N)O)[C@](CN)(C[C@H](C)I)O[C@H](C)OC[C@@H](C)O.C[N+](=O)[O-].C[N+](=O)[O-]

Structure (ORCA input):
```
! wB97M-V def2-TZVPD RIJCOSX def2/J DEFGRID3
* xyz 0 1
C -4.19702 1.23789 -0.35308
C -3.25835 2.23286 0.33779
N -1.86677 2.13001 -0.10678
C -0.93626 1.07618 0.33449
O -1.55978 -0.18779 0.50773
C -1.68032 -0.85749 1.79101
C -2.59145 -0.11828 2.78567
C -3.09738 -0.89201 4.00145
C -2.13951 -1.16085 5.15204
Br -4.58043 0.21523 4.72056
P -0.14600 -1.55845 2.60894
P 0.93840 -0.06761 3.79703
O 1.11887 -0.60017 5.16746
O 2.33736 0.26023 3.06657
O 0.17641 1.35068 3.76230
B -2.39015 -2.20435 1.24797
N -1.55456 -3.33977 0.83005
O -3.77925 -2.24636 1.21689
C 0.20170 0.96980 -0.78687
C 0.16555 -0.42172 -1.42341
N -1.03556 -0.72981 -2.19925
C 1.57708 1.10654 -0.10568
C 2.78017 1.34223 -1.03079
C 4.07484 0.88055 -0.37402
I 2.98371 3.43602 -1.49741
O 0.07441 2.11345 -1.61120
C -0.06826 2.19370 -3.00182
C -1.52152 2.19429 -3.45808
O 0.79123 1.25562 -3.62420
C 0.37540 0.67059 -4.84517
C 1.50823 -0.24395 -5.33846
C 1.18409 -1.73179 -5.18389
O 1.80918 0.06494 -6.70316
H -3.99183 1.26408 -1.43070
H -5.23682 1.54312 -0.19998
H -4.05904 0.21357 -0.02157
H -3.40053 2.25686 1.42591
H -3.58537 3.22310 -0.00846
H -1.40248 2.99190 0.15484
H -0.45233 1.33084 1.28703
H -2.15551 0.82853 3.12890
H -3.47422 0.14254 2.20651
H -3.61174 -1.80913 3.70946
H -2.71026 -1.48985 6.02798
H -1.46415 -1.98648 4.89740
H -1.55493 -0.28044 5.42490
H 0.73238 -1.72492 1.53246
H 3.02030 0.18852 3.74785
H 0.68511 2.00339 3.27209
H -1.85097 -4.11658 1.42396
H -1.86210 -3.64033 -0.09615
H -4.14551 -2.13008 0.33925
H 0.31204 -1.14742 -0.61315
H 1.03440 -0.53032 -2.07914
H -0.81107 -1.34189 -2.97031
H -1.73017 -1.17665 -1.61931
H 1.54725 1.94369 0.60458
H 1.78126 0.18220 0.44297
H 2.66583 0.80549 -1.97407
H 4.08828 -0.21545 -0.33350
H 4.93651 1.19560 -0.95325
H 4.18943 1.30383 0.62431
H 0.34320 3.18935 -3.23405
H -2.06036 2.81982 -2.73872
H -1.60707 2.65245 -4.44818
H -1.97471 1.20455 -3.46231
H -0.54272 0.08785 -4.69578
H 0.19097 1.43100 -5.61373
H 2.37282 -0.01948 -4.70084
H 1.88369 -2.33682 -5.76662
H 0.17057 -1.96616 -5.52651
H 1.28121 -2.03411 -4.13282
H 2.74935 0.19382 -6.78811
C -3.79959 -4.94400 5.29153
N -3.33400 -5.72115 4.10956
O -2.55341 -5.18295 3.35205
O -3.76468 -6.84188 3.98233
H -3.32473 -3.97038 5.26783
H -4.88026 -4.86868 5.22002
H -3.51711 -5.50634 6.17602
C 8.81413 3.73560 -1.83191
N 7.98824 2.92590 -0.89418
O 6.87475 3.32228 -0.63248
O 8.49167 1.91303 -0.45817
H 8.23339 4.59812 -2.13475
H 9.71620 4.02170 -1.30021
H 9.06064 3.09839 -2.67548
*
```



| no. | LUMO (eV) | E_tot (a.u.) | HOMO (eV) |
| --- | --- | --- | --- |
| 1 | -3.39 | -1379.9988 | -10.86 |
| 2 | -9.35 | -1937.2818 | -11.76 |
| 3 | -0.95 | -4582.2766 | -8.08 |
| 4 | 1.02 | -2887.6594 | -7.34 |
| 5 | 0.03 | -5507.3784 | -8.61 |